Formula: C24H42NP3SYb
Source: OMol25
Level of theory: the ωB97M-V functional and the def2-TZVPD basis

Its net charge is +3. For the strongest force on any atom, the calculation gives 0.0743 hartree/bohr. For the relative energy (zero: lowest compared OMol25 entry of this formula, charge and spin), the calculation gives 0.0 kcal/mol. Its expectation value of S² is 0.770. The spin multiplicity is 2.

Structure (XYZ):
```
72
C24H42NP3SYb | OMol25 | the ωB97M-V functional and the def2-TZVPD basis
Yb 0.105 -1.678 -1.307
P -0.747 2.743 1.604
P -2.654 -0.738 0.036
P 2.479 0.603 -0.378
H 1.168 -2.193 -5.960
C 2.209 -2.278 -5.672
C 2.611 -3.288 -4.860
H 1.937 -4.140 -4.696
C -1.304 4.259 0.824
C -2.157 1.875 2.294
C 0.447 3.059 2.906
C -2.464 -2.337 -0.877
C -4.170 -1.091 1.021
C -3.385 0.367 -1.241
C 4.014 0.127 -1.273
C 3.152 0.612 1.333
C 2.575 2.413 -0.713
H 2.935 -1.592 -6.116
H 3.678 -3.478 -4.661
H -1.557 5.001 1.590
H -2.198 4.082 0.214
H -0.530 4.685 0.176
H -2.599 2.486 3.095
H -1.823 0.918 2.720
H -2.911 1.693 1.515
H 0.087 3.886 3.534
H 1.419 3.329 2.469
H 0.560 2.159 3.524
H -3.435 -2.840 -0.919
H -1.795 -3.000 -0.293
H -2.120 -2.250 -1.930
H -4.985 -0.402 0.750
H -3.942 -0.972 2.088
H -4.493 -2.125 0.851
H -4.456 0.164 -1.374
H -2.867 0.274 -2.208
H -3.268 1.409 -0.912
H 4.813 0.836 -1.024
H 3.831 0.131 -2.356
H 4.303 -0.890 -0.981
H 4.140 1.092 1.355
H 3.248 -0.426 1.676
H 2.476 1.144 2.017
H 3.626 2.733 -0.738
H 2.035 3.001 0.041
H 2.124 2.612 -1.694
C 0.858 -1.796 -3.451
C 0.726 -0.389 -3.451
C -0.385 0.201 -4.035
C -1.413 -0.611 -4.522
C -1.398 -2.002 -4.340
C -0.262 -2.601 -3.791
S 2.182 -2.480 -2.570
H -0.104 1.899 0.645
H 1.591 0.203 -3.130
H -0.403 1.274 -4.189
H -2.223 -0.175 -5.113
H -2.244 -2.610 -4.679
H -0.154 -3.692 -3.770
N 0.311 -1.586 1.120
C 0.363 -1.337 2.269
C 0.312 -1.020 3.655
C -0.934 -0.917 4.311
C -1.004 -0.538 5.649
C 0.158 -0.249 6.365
C 1.402 -0.364 5.732
C 1.483 -0.749 4.391
H -1.846 -1.121 3.741
H -1.991 -0.450 6.113
H 0.088 0.084 7.402
H 2.313 -0.128 6.284
H 2.461 -0.817 3.912
```


Formula: C4H4S2
Source: OMol25
Level of theory: the ωB97M-V functional and the def2-TZVPD basis

Its net charge is 0. For the strongest force on any atom, the calculation gives 0.0409 hartree/bohr. For the relative energy (zero: lowest compared OMol25 entry of this formula, charge and spin), the calculation gives 50.0 kcal/mol.

Structure (XYZ):
```
10
C4H4S2 | OMol25 | the ωB97M-V functional and the def2-TZVPD basis
C 3.136 -0.376 -0.306
C 1.995 -0.520 -0.012
C 0.667 -0.948 0.379
C -0.564 -0.118 0.116
S -2.077 -0.745 -0.171
S -0.139 1.559 0.074
H 4.128 0.008 -0.496
H 0.544 -1.926 -0.084
H 0.691 -1.373 1.376
H -1.301 2.029 -0.310
```